Entry from the Open Molecules 2025 dataset: a structure of composition C25H36N7O2PTeZn (the ωB97M-V functional and the def2-TZVPD basis).

The HOMO-LUMO gap comes out at 7.22 eV. The strongest force on any atom comes out at 0.39 eV/Å. For the highest occupied orbital energy, the calculation gives -6.85 eV. Its energy above the lowest of the compared OMol25 structures with the same formula, charge and spin is 2.3 kcal/mol. The calculation puts the total energy at -3896.860870 Ha.

Each line ends with the natural charge from an NBO analysis.
Cartesian coordinates (Å):
Zn  -0.51431  -1.50224  -0.71297  1.510
Te  -0.49405  -2.85932  -2.84246  -0.337
C  -1.76665  -4.39909  -2.15194  -0.212
C  -1.59275  -4.97104  -0.89314  -0.258
C  -2.43207  -5.98222  -0.44991  -0.198
C  -3.45083  -6.45212  -1.26714  -0.230
C  -3.62078  -5.90039  -2.52803  -0.206
C  -2.78859  -4.87808  -2.96589  -0.252
H  -0.78678  -4.63103  -0.25261  0.207
H  -2.28446  -6.40498  0.53657  0.210
H  -4.10637  -7.24212  -0.92381  0.209
H  -4.41137  -6.26059  -3.17491  0.208
H  -2.94634  -4.44560  -3.94618  0.214
O  -0.53046  0.44355  -0.60864  -1.244
P  -0.44674  1.80579  0.00018  2.516
N  0.40510  1.84376  1.41654  -0.824
C  -0.23292  1.32651  2.63842  -0.217
C  0.90846  1.35122  3.64034  -0.395
C  2.10113  0.87790  2.80608  -0.420
C  1.81038  1.37752  1.38009  -0.227
N  0.34203  2.82980  -1.00852  -0.821
C  1.02874  4.05423  -0.57851  -0.217
C  2.33294  4.09965  -1.40772  -0.410
C  2.37861  2.75805  -2.14689  -0.417
C  0.90772  2.39169  -2.29224  -0.210
N  -1.94323  2.36783  0.33445  -0.832
C  -3.10189  1.48726  0.58406  -0.199
C  -4.19737  2.46886  0.99074  -0.411
C  -3.43268  3.58647  1.69684  -0.408
C  -2.17236  3.72687  0.84591  -0.210
H  -0.59392  0.29881  2.49830  0.187
H  -1.07780  1.95247  2.92451  0.206
H  0.71617  0.71826  4.50566  0.221
H  1.06547  2.37351  3.99060  0.201
H  2.15326  -0.21132  2.81071  0.216
H  3.04943  1.25763  3.18442  0.214
H  1.93293  0.56987  0.65328  0.219
H  2.46489  2.20251  1.08763  0.188
H  1.21014  4.02267  0.49594  0.212
H  0.41168  4.93279  -0.78475  0.189
H  3.20662  4.26496  -0.77790  0.212
H  2.28891  4.92214  -2.12256  0.206
H  2.87346  1.99427  -1.54380  0.206
H  2.89233  2.82345  -3.10640  0.214
H  0.72523  1.33284  -2.45200  0.252
H  0.44715  2.95562  -3.11038  0.180
H  -2.89312  0.77285  1.38423  0.190
H  -3.35116  0.91348  -0.30572  0.225
H  -4.94978  1.99843  1.62161  0.223
H  -4.69758  2.85805  0.10154  0.205
H  -3.17211  3.28043  2.71269  0.200
H  -3.99009  4.52003  1.76145  0.220
H  -1.31326  4.08551  1.41849  0.203
H  -2.33898  4.42146  0.01648  0.189
N  1.39004  -2.79733  2.80523  -0.812
C  0.38791  -2.43600  1.97043  0.688
O  0.68964  -1.90608  0.86515  -0.824
C  -0.96160  -2.64020  2.38069  -0.595
C  -1.89199  -2.20989  1.42787  0.393
N  -2.43643  -1.80431  0.48729  -0.508
C  -1.28875  -3.28356  3.59145  0.299
N  -1.51042  -3.84612  4.57461  -0.368
H  2.31720  -2.81817  2.41868  0.407
H  1.19415  -3.33523  3.63243  0.413
C  5.10432  0.07883  -3.56666  -0.590
C  4.47373  -1.16652  -2.94548  -0.511
C  3.15082  -0.89853  -2.38137  0.330
N  2.11018  -0.70238  -1.93950  -0.377
H  6.09976  -0.15907  -3.93783  0.220
H  5.19342  0.88012  -2.83395  0.215
H  4.50417  0.44371  -4.39886  0.219
H  5.09808  -1.56937  -2.14676  0.246
H  4.35382  -1.95876  -3.68612  0.254